[1]
# C42H94N9O12P

A cluster of 10 separate species, C42H94N9O12P in total (ωB97M-V/def2-TZVPD, the OMol25 dataset).

Calculated values
Spin multiplicity = 1
SMILES = CCP(CCCCCCCCCCOC)CC(=O)O.CN(C)C=O.CN(C)C=O.CN(C)C=O.CN(C)C=O.CN(C)C=O.CN(C)C=O.CN(C)C=O.CN(C)C=O.CN(C)C=O
F_max = 0.98 eV/Å
E_tot = -92348.107 eV

Cartesian coordinates (Å):
H -6.3279 1.0915 -2.1821
N 2.9324 -10.3915 0.5220
C -0.0397 10.0533 -1.3727
H 2.5123 0.0170 7.8921
C 2.7401 7.9451 0.9006
H 1.9283 -11.7960 -0.5771
H 3.0072 0.8768 -0.5742
H -5.3643 -5.3554 -10.9999
H -7.7004 0.6382 -4.2917
H 1.3832 -5.0889 -5.5076
H 4.3148 -8.1321 -6.4525
H -5.1053 3.4428 8.5435
H -8.7296 1.3376 -3.0271
O 2.5430 -7.1350 -6.4537
H 3.3182 8.1757 0.0056
H 3.9616 -8.9119 1.5688
H 0.9854 5.2695 4.4205
H 2.7171 8.8289 1.5351
O 3.1182 4.7158 2.4205
C -1.4414 3.7326 3.5146
H -1.9215 3.6900 6.6131
H -2.3705 -6.8754 -9.3716
H 5.3241 6.1625 1.6511
H -5.0310 -3.8988 -10.0476
N -3.0781 3.0143 8.2336
N -0.0467 11.0631 -0.3271
C 2.1569 1.0419 4.2435
H 3.2223 0.4943 1.8962
O 3.7189 1.5348 7.2903
N 3.2935 -8.3550 -4.6939
H 2.6601 3.5219 4.9840
H 2.6020 -1.1421 2.2263
O -3.7631 2.4965 -3.1696
C -3.6375 2.7093 -1.9847
H -2.0340 11.0091 0.3371
H 0.1499 3.9030 -0.4231
O -7.6648 -2.3818 -1.3423
C 0.7347 4.2127 4.2791
H 3.1396 -1.8777 8.7298
C -3.0004 -6.6363 -10.2287
H -6.7182 0.1360 -0.7365
H -2.5344 -0.6427 -1.9305
H -3.6664 4.0137 6.4974
C 1.2592 1.8800 5.1863
C 2.6685 5.6818 1.8327
H -2.4744 3.6329 3.8551
H -9.0741 -1.9436 -2.7380
N -3.4507 -5.2561 -10.1518
H 2.0278 -6.9683 -3.7723
H 2.9526 -8.3141 0.2337
C 4.2154 -1.7181 8.7037
P -1.1829 1.9550 -0.8782
H 1.3304 1.4687 6.1912
O -1.3458 -2.9425 -4.0405
H 2.0235 -1.1636 0.1199
H 0.2877 -4.1459 -3.8877
H -3.8636 -7.2968 -10.2402
H -1.1194 12.4544 0.7986
H 3.9292 -10.1738 -3.8735
H 0.5645 -0.3933 0.7414
H -1.1755 -2.1604 -6.6598
H 0.9240 3.9472 3.2368
H 2.2643 -12.0836 1.5450
C -4.1287 3.6843 8.9691
N -0.2861 -3.8617 -5.8261
O -4.6809 2.4372 -1.1551
H -3.0300 2.3707 6.2415
C 3.6222 -9.1117 0.5562
C -2.3974 3.2899 -1.3527
H 5.1358 -9.3172 -4.8550
O -1.3491 1.5406 8.2562
H -1.3854 4.5521 2.7856
C 3.5267 0.4315 7.7561
H -4.3975 2.4858 -0.2352
C 1.6360 -0.2489 0.5784
H 2.2540 -10.5883 2.4947
C -2.5238 -4.2813 -10.1256
H -2.0011 4.0124 -2.0706
H -5.6947 -0.5553 -2.0008
H 2.9723 1.6604 3.8597
C 1.4980 2.2962 0.0382
C -0.4600 -3.6354 -4.5181
O 2.5189 -10.2061 -1.6981
C -1.2890 11.7333 0.0021
H -0.9854 -0.8065 -1.0822
C 2.1119 -8.0495 -3.8996
C -8.1744 -1.6503 -2.1678
H -2.4523 2.0004 9.8984
H 0.3800 -5.5434 -6.8854
O -0.6405 4.0410 4.6378
N 4.5029 -0.4100 8.1549
C 0.7904 -4.7022 -6.3297
H 1.2096 2.3405 1.0895
H -1.1216 -1.2603 -2.8124
C 1.1086 11.3452 0.3027
H 6.5430 -0.7626 8.3858
C -1.4517 -0.5635 -2.0393
H 6.0500 0.9324 8.6007
H 1.4781 0.6226 -1.3651
H -4.1130 3.3662 10.0096
N -7.7288 -0.4211 -2.4855
H 4.6710 -2.4978 8.0891
H 3.7890 -11.4072 2.1422
H -0.9388 -3.5231 -7.7804
O 2.1736 10.8093 0.0620
H -1.0424 9.9466 -1.7779
H 0.8553 -0.4861 3.4783
C 4.6998 6.9377 2.0963
C 2.8030 -11.1601 1.7446
H -2.6874 3.8422 -0.4569
H 1.7222 7.6953 0.6072
C 1.6028 3.3718 5.2029
C 1.9250 0.8864 -0.4053
C 2.4341 -10.8198 -0.6481
C 0.3973 2.9179 -0.8366
C 5.8833 0.0222 8.0239
H 6.1131 0.2386 6.9801
C -8.3876 0.4027 -3.4765
H -2.2262 -3.5776 -6.5501
H 5.0937 7.9166 1.8359
H 4.7367 -8.7392 -3.2256
C -6.5463 0.0994 -1.8132
C -1.2086 -3.2458 -6.7643
H 0.6462 10.3405 -2.1698
H 1.4339 3.7376 6.2221
H -2.4116 -6.7905 -11.1331
H -0.0575 0.9067 -2.7688
O -1.3227 -4.4644 -10.1602
C -2.2426 2.1368 8.8225
H -5.3218 -5.4416 -9.2272
C 3.3849 -7.8450 -5.9324
C 2.3212 -0.1190 1.9602
H -2.9601 -3.2691 -10.0657
H -9.2479 -0.1253 -3.8836
N 3.3356 6.8248 1.6094
H 0.7498 3.0882 -1.8584
H 4.4792 -9.1284 -0.1178
H 2.1803 -8.5317 -2.9299
H 1.6421 5.6986 1.4269
C 4.3319 -9.1951 -4.1309
H 2.6229 0.2491 4.8369
H 1.0024 12.1254 1.0747
H 4.7248 6.8101 3.1789
H -3.9885 4.7669 8.9315
C -2.9152 3.2931 6.8132
C -1.0819 0.8952 -2.3953
H -1.7487 1.2950 -3.1585
H 4.6067 -1.7997 9.7202
H 0.6327 1.0402 2.6714
H 0.2152 1.7412 4.8874
H 1.4371 -4.1253 -6.9924
H -1.1329 2.7955 3.0382
C -4.8706 -4.9733 -10.1041
H 1.2188 -8.4008 -4.4176
H 2.3623 2.9624 -0.0507
H -1.6789 12.2600 -0.8709
H 0.2927 9.0957 -0.9711
C 1.4004 0.3811 3.0912



[2]
# C42H98N12O9

A cluster of 9 separate species, C42H98N12O9 in total at a distorted geometry (ωB97M-V/def2-TZVPD, the OMol25 dataset).

Calculated values
Spin multiplicity = 1
SMILES = CC1(C)CCCC(C)(C)N1O.CC1(C)CCCC(C)(C)N1O.CC1(C)CCCC(C)(C)N1O.CC1(C)CCCC(C)(C)N1O.NC(N)=O.NC(N)=O.NC(N)=O.NC(N)=O.CCO
F_max = 2.25 eV/Å
E_tot = -81452.128 eV
Energy above the lowest of the compared OMol25 structures with the same formula, charge and spin = 0.000 eV

Cartesian coordinates (Å):
C -1.7011 2.8940 3.3919
C 0.6625 -2.2709 -2.6443
H -2.6869 -6.7835 2.7580
C -5.8643 1.9803 1.2068
C 3.5158 -3.1087 0.2254
H 4.7021 3.8508 -1.2327
H 1.0848 0.6101 -3.4852
N 2.1549 -1.7008 -4.4029
N -3.1599 0.2844 -1.8033
H -0.3450 -2.1954 -2.2290
C -2.3213 -4.3230 4.0244
H 1.1887 1.5792 -0.4649
O 3.0676 -1.2007 -3.4560
C -0.0059 0.2547 0.4889
H -0.4936 0.0423 -3.2043
C -2.4370 4.4929 1.6305
C 1.1506 -0.7894 4.6775
H -4.3065 -0.7367 -3.6620
N 0.9076 0.3159 5.4456
N -1.6016 -3.9333 1.6122
H -0.4671 -6.5161 2.8020
H -0.0400 0.6204 5.5331
C -3.7621 -5.0502 2.1435
H 0.0854 -5.7838 -0.6377
H 5.8817 1.1022 0.8957
H 0.9376 4.2927 1.3605
H -4.3513 -2.7960 3.2554
C 2.5559 -1.4226 -5.7743
H 0.5678 -4.2248 0.0272
C 3.7643 0.8774 -0.9490
H 3.1563 1.2896 -1.7577
H 5.8936 2.6670 -1.2278
C 4.8528 1.3122 1.1887
H 2.9221 0.6431 -5.3510
H 4.4236 -2.6414 -0.1558
H -1.6688 3.0334 0.3579
H -3.8882 -2.3990 1.5558
C 1.6059 -2.2269 -6.7144
C -3.1439 -6.4156 1.8364
H -3.9663 -7.0551 1.5138
H -1.1706 -1.9965 -4.7815
H -3.7397 0.3231 -4.9429
N -4.1384 2.9749 2.6373
H 1.3191 -1.8159 -1.9001
H -0.2196 2.7366 -3.1588
C 4.1395 2.0091 0.0086
H -0.9692 -4.3501 -0.8253
C -0.2878 -4.8787 -0.1570
H 1.3423 4.4503 3.0422
H 3.6468 -4.1786 0.3781
H 5.5933 3.7120 0.1619
H 1.8075 -1.9879 -7.7620
H 2.6123 -1.3275 1.1851
N -0.0133 -1.3974 4.3205
C 2.9546 -2.3371 1.4306
C -3.8831 3.0751 0.2072
C -3.5316 -2.6901 2.5430
C -3.2143 4.8250 3.9033
O 2.1570 3.2435 -0.5546
C -3.0298 0.7149 -3.0750
H -4.5449 -5.0607 2.9016
H -4.6363 3.8043 -0.0971
H -2.1554 3.4639 -3.5088
H -0.0076 -2.2210 3.7328
H 0.9253 -3.3289 -2.6811
H -6.4170 1.8683 2.1373
C -0.0241 -5.7725 2.1356
H -2.6300 -6.0761 -0.1594
H 4.6806 4.8846 1.8990
C 0.0968 -2.1143 -6.4224
C 2.8769 3.5081 1.7278
H -2.5145 0.9441 1.5134
H -0.8345 3.4864 3.6842
H -3.9255 0.1308 0.7187
C 3.6464 4.8434 1.5543
H -2.9825 -1.8155 2.9049
H 2.7354 -3.0420 -0.5401
C 5.1143 3.0710 -0.5790
H 3.7431 3.3539 3.6928
H -3.4174 4.3580 4.8718
H -2.9678 5.4442 1.5566
O -0.9072 -0.6044 0.4719
H 0.5585 -0.0379 2.3740
H -5.1544 2.8855 4.2157
H -3.1226 -4.3763 4.7622
H -3.8346 0.3999 2.4239
H -1.6598 -5.1687 4.2144
H 1.6252 0.7228 6.0176
C 2.5071 0.0971 -6.1993
H 1.9423 -3.2685 -6.6724
O 2.2539 -1.2729 4.4411
H 1.5142 1.1714 1.5655
N 0.3188 3.5898 -3.1804
H -0.4851 -2.7951 -7.0428
H -6.0143 1.1391 0.5281
H 1.2862 3.6425 -2.9346
H -1.6865 -3.5008 4.3761
C -2.5002 3.7419 0.2981
H 3.7620 5.1467 0.5105
H -2.7513 0.7345 -1.0040
H 4.5692 0.3012 -1.4040
H 5.6585 2.8688 2.5059
H -1.9582 2.2932 4.2737
H -0.0346 -3.4412 -4.8413
O 3.8991 -2.2532 2.4744
H -1.3012 2.0675 2.7975
H 0.7815 -6.3314 1.6535
H 1.0521 2.8203 2.4557
O -0.6663 -2.9186 1.8688
C -3.5973 0.8579 1.4593
H -2.3398 5.2402 -3.5464
H -1.3825 4.7545 1.7539
C 3.9779 -1.8532 -6.0592
H -6.3277 2.8240 0.6909
N -3.7606 0.0410 -3.9803
H -0.0926 0.9922 -1.4591
H 2.9101 1.8761 3.2158
H 2.7009 3.9450 -0.9544
C -2.8725 3.7216 2.8905
H -2.3293 5.4286 4.1115
H -3.8001 -0.4757 -1.6587
H -2.3504 4.4177 -0.5416
H 4.3024 -1.6952 -7.0863
C -2.0738 -6.2434 0.7665
O -2.3556 1.7191 -3.3373
N -1.7845 4.4058 -3.4845
C -2.7146 -3.9885 2.5576
H -3.9179 2.3819 -0.6386
C 1.4560 3.7924 2.1813
O -4.5467 2.2772 3.7822
C -0.4684 4.6885 -3.2855
H 5.2087 1.4225 3.3012
H -1.5680 -7.2016 0.6282
N 0.4242 0.9299 -0.6002
H 1.5123 0.4460 -6.4749
H -0.8452 -0.8438 4.3914
H 4.3320 0.3799 1.4118
H -4.2649 -4.6964 1.2366
H 3.1092 0.2917 -7.0870
H -4.0623 5.4206 3.5752
C 3.5253 2.7010 2.8445
H -0.1768 -1.0927 -6.7032
C 0.3497 -0.0952 -3.8846
N 2.8938 2.6814 0.4866
O -0.0369 5.8414 -3.2693
H -0.8672 -2.2586 1.1788
H 3.0964 -1.9094 -2.8041
N 0.8141 0.4445 1.5247
H 4.2563 -2.8727 -5.7775
C 4.8889 2.0914 2.5003
C -4.3582 2.2161 1.3990
H 0.1183 0.4037 -4.8272
C -0.1523 -2.3621 -4.9388
C -1.0152 -5.1924 1.1393
H 3.4000 -2.0068 3.2726
H 2.0554 -2.8632 1.7747
H 0.4274 -4.9795 2.7318
H 4.6580 -1.2824 -5.4196
C 0.7468 -1.5597 -3.9882
H 3.1024 5.6559 2.0368
H 3.1356 0.1262 -0.4685



[3]
# C42H98N2O20

A cluster of 8 separate species, C42H98N2O20 in total at a distorted geometry (ωB97M-V/def2-TZVPD, the OMol25 dataset).

Calculated values
Spin multiplicity = 1
SMILES = COCCOCCOC.COCCOCCOC.COCCOCCOC.COCCOCCOC.COCCOCCOC.COCCOCCOC.CN(C)C=O.CN(C)C=O
F_max = 5.10 eV/Å
E_tot = -89055.132 eV
Energy above the lowest of the compared OMol25 structures with the same formula, charge and spin = 0.000 eV

Cartesian coordinates (Å):
H -5.4018 -0.8854 -0.2966
H -3.4076 -6.5909 4.8202
C 5.0113 0.4868 2.2336
O 0.2421 3.6920 -8.7816
C 5.6800 -1.8727 4.1153
H 1.9236 2.7453 -6.7290
H 7.8692 0.6484 7.9009
H 4.1021 2.2130 -0.8486
C -3.6287 -3.4089 -5.4860
H 5.6653 -2.9529 4.2601
H -4.0515 -3.9034 4.7995
H -6.0714 -2.2530 -6.3281
H 4.8308 -2.4777 6.5109
O -3.8936 -2.6805 -0.1091
C -3.8377 -3.8386 3.7326
C -0.7252 -2.2882 -0.0890
H -4.7446 -3.5223 3.2173
C -2.2406 3.3083 3.6216
C -5.8853 -3.3246 -6.2565
H -3.9308 -7.0643 3.3096
H 1.8572 4.2242 -0.9041
H 4.5021 -2.2681 2.4674
H -6.8750 -5.1758 -5.7431
H 3.9400 0.6708 2.1520
C -7.1689 -4.1414 -5.9211
H -7.6197 -5.4312 -7.9342
C 7.9830 0.3443 6.8604
H 2.1340 5.2809 1.6357
H 1.9828 -4.5356 7.5258
C -2.6949 -3.5458 -4.1884
C 0.3270 2.5587 -7.9131
H 2.2581 4.1213 -8.5773
H 0.1717 6.0105 -1.7484
O -3.3258 -5.1101 3.3660
H 1.3400 2.6629 -3.8179
H 5.4651 -0.0320 7.8643
O 2.6719 3.3994 0.8812
H 0.6182 1.6240 -8.3923
H 2.1583 -1.0979 -1.9092
O -0.9297 4.8926 -0.2845
H 0.8066 -0.5493 -2.9234
C -3.5262 -1.5804 -3.1761
C 0.3028 -0.4054 1.1736
C 0.8481 -3.7712 4.4503
C -0.6191 -3.9195 3.8956
H 5.8721 8.5330 -0.7790
H -7.1123 -4.6397 -0.1869
O 0.2624 1.9352 -5.5544
O -0.0853 3.4445 4.8675
H 1.4928 -4.3173 3.7616
C 0.3965 2.1109 4.7525
H 2.4155 -5.4457 6.1819
O -2.3698 -2.3900 -3.5779
H 4.7510 8.0795 0.5490
C -1.5315 3.7301 4.8745
H 5.3279 0.5454 6.1591
H 0.4189 1.3280 -3.6365
H -1.0346 -1.6047 -0.8797
H -3.3731 -2.4028 -5.8184
H 5.4804 1.2352 1.5949
H -7.3434 -3.9005 -8.8559
H -3.0589 -4.3469 -3.5451
O 2.7217 0.2731 -3.3309
C -6.2651 -1.3159 -0.8041
H -0.1043 1.4006 5.4104
O 5.7575 -0.7117 1.7976
H 3.2044 1.2149 -5.0055
H -0.7091 -0.0009 1.1486
H -0.5312 -4.0397 2.8158
C 1.5525 4.0252 -9.4025
C 5.2524 4.3054 -0.0539
O 0.7692 -4.2380 5.8096
C 2.3892 3.3475 -0.5348
H -1.2158 -4.7786 4.2020
H -3.3471 -4.1294 -6.2540
H 3.4312 2.9967 -2.3040
C 1.8635 -0.8160 -2.9200
H 0.8365 3.9885 1.4437
C 3.6939 3.1380 -1.2556
O -5.0094 -3.4433 -5.1191
H 6.6447 -1.4278 4.3593
C 2.0362 -4.4570 6.4399
C -4.0178 -6.2219 3.9959
H -2.4910 -2.6678 2.5133
H 1.9933 -1.6945 -3.5522
H -4.2517 -2.3039 -2.8041
H 1.2032 -2.7455 4.5506
C 2.2953 0.7897 -4.5802
C 5.1700 5.6908 0.6515
C 5.1673 7.7856 -0.4146
H -1.8157 4.7290 5.2054
H 4.3179 7.6540 -1.0848
H -1.8256 -4.1588 -4.4260
H -3.9405 -0.9106 -3.9297
O 4.5955 4.2486 -1.2893
N 0.5266 -1.7277 0.5925
H 6.2772 4.0567 -0.3299
H 1.7796 2.4771 -0.7778
H 4.1150 5.8623 0.8652
C 1.6667 -2.3331 0.7344
C -2.2678 4.9107 0.1919
H -4.9555 -4.4066 -0.0092
H -8.9840 -4.3780 -8.5294
C 1.8828 4.2203 1.6425
C -7.9706 -4.4179 -8.1299
H -1.5946 6.0084 -1.8961
H 0.9507 0.2788 0.6256
O 4.5920 -1.3366 4.8019
H -3.5319 3.4346 1.2404
H 1.3417 1.9462 5.2697
H -3.3706 -0.9789 -2.2805
H 0.6864 3.8829 -6.3134
H 2.3764 -1.7807 1.3695
C -2.7970 -2.7418 3.5569
H -2.0102 2.7621 0.7472
H -1.6351 -2.3890 0.5027
H -3.2732 -1.8000 3.8296
O 6.9800 -0.6644 6.5699
O -1.7731 3.9550 2.4192
H 2.7678 -3.7567 6.0368
H -8.0685 -3.1077 0.0385
H 8.0413 1.1416 6.1195
C 0.8601 2.8237 -6.5037
H 1.9881 -0.0383 -5.2191
C -7.3047 -3.6268 -0.5405
N -6.1530 -2.6791 -0.4656
O 1.9820 -3.4127 0.2253
H -2.0190 2.2810 3.3324
H 3.5958 -1.2555 6.4645
O 5.9621 6.6354 -0.0883
H -7.6069 -3.9186 -4.9481
H 2.2681 3.9468 2.6248
H -6.0336 -1.0558 -1.8370
H 0.7666 -0.1657 2.1304
C 1.0672 1.7758 -4.3896
O -8.0533 -3.7092 -6.8937
C -4.9178 -3.3222 -0.1958
H -3.2976 3.5387 3.4877
C -0.7643 6.0205 -1.1900
H -5.0566 -6.0137 4.2524
H 1.5344 4.8906 -10.0651
H 4.9688 3.5309 0.6587
O -1.4603 -2.8122 4.1837
C 5.6036 -0.2824 6.8125
H -7.0585 -0.7676 -0.2962
H -0.4816 -3.2194 -0.6004
H -2.0306 3.1393 5.6425
H 8.9185 -0.2030 6.9763
H 0.4234 1.8899 3.6854
H -0.7053 2.2103 -7.9450
C -2.4704 3.6648 1.1491
H -2.8932 4.8613 -0.6994
H 6.2111 -2.6150 2.2741
H -5.5559 -3.8234 -7.1679
H 5.5441 5.4334 1.6424
H -7.4812 -3.6357 -1.6161
C 4.6569 -1.4261 6.2827
C 5.5030 -1.8872 2.6704
H 1.7153 3.0784 -9.9175
H 5.3058 0.7089 3.2592
H -0.8139 6.8561 -0.4918
H -2.4630 5.7897 0.8063